DFT (ωB97M-V with the def2-TZVPD basis set) results for the molecule C7H10.

structure (SMILES)	C#CC[C@@H]1C[C@@H]1C

The geometry in ORCA input format:
```
! wB97M-V def2-TZVPD RIJCOSX def2/J DEFGRID3
* xyz 0 1
C -1.18541 1.21443 0.26882
C -0.96649 -0.28681 0.25366
C -1.20524 -0.93559 -1.08340
C 0.18815 -0.86297 -0.50802
C 1.43667 -0.00837 -0.72133
C 1.90768 0.15404 0.66773
C 1.99672 0.14913 1.87004
H -2.25496 1.43575 0.17549
H -0.81043 1.68412 1.18269
H -0.68983 1.69957 -0.58082
H -1.20296 -0.79146 1.18682
H -1.61987 -1.94002 -1.12462
H -1.57841 -0.27549 -1.86219
H 0.49673 -1.84044 -0.14399
H 1.24855 0.97050 -1.17433
H 2.18696 -0.51120 -1.34254
H 2.05213 0.14479 2.93601
*
```

DFT (ωB97M-V with the def2-TZVPD basis set) results for the molecule C7H10.

structure (SMILES)	C1[C@@H]2CC3(CC3)[C@H]12

The geometry in ORCA input format:
```
! wB97M-V def2-TZVPD RIJCOSX def2/J DEFGRID3
* xyz 0 1
C -1.95712 -0.38746 -0.08297
C -1.43717 0.93270 -0.59824
C -0.49098 -0.11157 -0.09618
C 0.59411 -0.84859 -0.89755
C 1.54363 -0.63944 0.28392
C 1.63396 0.80975 0.66721
C 0.43910 0.01138 1.09399
H -2.35541 -1.09793 -0.80400
H -2.46746 -0.38921 0.87774
H -1.48032 1.10861 -1.67101
H -1.58917 1.81947 0.01243
H 0.34345 -1.90395 -1.03740
H 0.89316 -0.41668 -1.86147
H 2.28503 -1.35774 0.61779
H 1.51332 1.59470 -0.08360
H 2.35921 1.03497 1.44555
H 0.17264 -0.15901 2.13380
*
```

DFT (ωB97M-V with the def2-TZVPD basis set) results for the molecule C7H10.

The geometry in ORCA input format:
```
! wB97M-V def2-TZVPD RIJCOSX def2/J DEFGRID3
* xyz 0 1
C -0.34308 0.28645 1.58036
C 0.05578 -0.85912 0.65172
C -1.08162 -0.71402 -0.37730
C -0.69587 0.73661 -0.72982
C 0.72580 0.44267 -1.29948
C 1.31453 -0.19669 -0.03836
C -0.42711 1.44661 0.59878
H -1.36796 0.19509 1.98491
H 0.32763 0.44515 2.43335
H 0.20460 -1.85636 1.07584
H -2.06912 -0.79650 0.09211
H -1.04602 -1.39512 -1.23289
H -1.33192 1.32390 -1.39419
H 0.64471 -0.25786 -2.14348
H 1.27548 1.32355 -1.63734
H 2.21308 -0.80076 -0.13277
H 1.60110 0.67642 0.56855
*
```

DFT (ωB97M-V with the def2-TZVPD basis set) results for the molecule C7H10 at a distorted geometry.

structure (SMILES)	C=CC(=C)C(=C)C

The geometry in ORCA input format:
```
! wB97M-V def2-TZVPD RIJCOSX def2/J DEFGRID3
* xyz 0 1
C 0.05698 -2.20994 -0.30502
C 0.35874 -0.73403 -0.54794
C 1.50032 -0.47837 -1.22703
C -1.59193 0.09734 0.63074
C -0.27174 0.28173 0.34386
C 0.30366 1.63371 0.28416
C -0.10010 2.51438 1.23102
H -1.03735 -2.34025 -0.45446
H 0.66353 -2.89904 -0.84958
H 0.02902 -2.34803 0.76889
H 2.07984 0.27654 -1.74805
H 1.91031 -1.42183 -1.60837
H -2.31758 0.86300 0.41113
H -2.04316 -0.88341 0.62011
H 0.98464 1.93595 -0.49222
H 0.53634 3.40227 1.25595
H -1.06152 2.30999 1.68682
*
```

DFT (ωB97M-V with the def2-TZVPD basis set) results for the molecule C7H10.

structure (SMILES)	C#CC1(CC)CC1

The geometry in ORCA input format:
```
! wB97M-V def2-TZVPD RIJCOSX def2/J DEFGRID3
* xyz 0 1
C -1.73011 -0.37416 -1.40114
C -0.47471 0.43205 -1.03656
C 0.27737 0.06318 0.24926
C 1.51491 -0.79354 0.06425
C 1.67120 0.63445 0.46872
C -0.38763 0.02730 1.54234
C -0.70043 0.13123 2.70354
H -1.56682 -1.45738 -1.37360
H -2.03555 -0.12117 -2.42536
H -2.57616 -0.14130 -0.74637
H 0.24602 0.30903 -1.85558
H -0.73771 1.49571 -1.01856
H 1.74221 -1.57625 0.77988
H 1.76003 -1.02918 -0.96735
H 2.03056 1.38756 -0.22277
H 1.94267 0.80678 1.50687
H -0.97586 0.20567 3.73243
*
```

DFT (ωB97M-V with the def2-TZVPD basis set) results for the molecule C7H10 at a distorted geometry.

structure (SMILES)	C=C/C=C/CC=C

The geometry in ORCA input format:
```
! wB97M-V def2-TZVPD RIJCOSX def2/J DEFGRID3
* xyz 0 1
C -1.76732 0.81830 1.01080
C -2.27984 0.99980 2.23048
C -0.38385 1.29832 0.68592
C 0.34782 0.61591 -0.44220
C 0.60288 -0.67840 -0.45168
C 1.11355 -1.54284 -1.54076
C 2.44812 -1.63169 -1.69993
H -2.43419 0.35946 0.28742
H -3.33059 0.88718 2.43794
H -1.51837 1.20521 2.97718
H -0.42319 2.36681 0.45274
H 0.18620 1.31068 1.61979
H 0.54337 1.26479 -1.27180
H 0.16833 -1.28179 0.35530
H 0.36275 -2.17564 -2.00800
H 3.00792 -1.56334 -0.76644
H 3.07026 -1.69522 -2.58168
*
```

DFT (ωB97M-V with the def2-TZVPD basis set) results for a structure of composition C7H10 at a distorted geometry.

The geometry in ORCA input format:
```
! wB97M-V def2-TZVPD RIJCOSX def2/J DEFGRID3
* xyz 0 1
C 1.96912 -1.11962 -0.07082
C 0.80409 -0.47847 -0.01286
C -1.90230 -0.76797 0.06767
C -1.64754 0.49579 -0.33427
C -0.45660 1.24390 0.15007
C 0.30355 0.35267 1.15831
C 0.44937 0.59325 -1.02266
H 2.44316 -1.43197 0.84569
H 2.43858 -1.48047 -0.98450
H 1.81916 0.65489 -1.05002
H -1.81314 -1.12607 1.09678
H -2.51833 -1.37973 -0.57383
H -2.28409 0.97342 -1.08600
H -0.58035 2.32987 0.31439
H -0.20913 -0.25264 1.90786
H 1.10713 0.91090 1.64689
H 0.07732 0.48227 -2.05272
*
```

DFT (ωB97M-V with the def2-TZVPD basis set) results for the molecule C7H10 at a distorted geometry.

structure (SMILES)	C=CC(C=C)=CC

The geometry in ORCA input format:
```
! wB97M-V def2-TZVPD RIJCOSX def2/J DEFGRID3
* xyz 0 1
C 1.67273 0.59868 0.29237
C 2.71650 0.02695 -0.35606
C -0.36372 -0.67464 1.14024
C 0.20842 0.16580 0.23982
C -0.61033 0.55480 -0.97245
C -1.12233 1.84528 -1.10888
C -1.38271 -1.68108 0.80344
H 1.60535 1.60317 0.71191
H 2.66856 -0.71498 -1.14181
H 3.72819 0.46534 -0.15169
H -0.03221 -0.50629 2.19699
H -0.89869 -0.25438 -1.63509
H -1.70009 2.00093 -2.00255
H -1.18084 2.45647 -0.26842
H -2.27095 -1.58141 1.52783
H -1.79258 -1.52210 -0.18842
H -1.24530 -2.78254 0.91277
*
```

DFT (ωB97M-V with the def2-TZVPD basis set) results for the molecule C7H10 at a distorted geometry.

structure (SMILES)	C=CC1(C=C)CC1

The geometry in ORCA input format:
```
! wB97M-V def2-TZVPD RIJCOSX def2/J DEFGRID3
* xyz 0 1
C -1.78750 -0.34730 0.08484
C -1.34708 0.82697 -0.75171
C -0.33223 -0.00695 -0.04636
C 0.73994 -0.75219 -0.77325
C 1.12041 -1.96179 -0.35597
C 1.31206 1.51870 1.02389
C 0.40473 0.55562 1.14732
H -2.18257 -1.22650 -0.41593
H -2.26801 -0.12838 1.03806
H -1.40486 0.72101 -1.83161
H -1.50724 1.82966 -0.37137
H 0.12839 -2.37662 -0.64844
H 1.30323 -0.20512 -1.51132
H 2.12484 -2.31623 -0.60117
H 1.49379 1.98514 0.05709
H 1.92734 1.84565 1.85590
H 0.27476 0.03830 2.10002
*
```

DFT (ωB97M-V with the def2-TZVPD basis set) results for a structure of composition C7H10.

The geometry in ORCA input format:
```
! wB97M-V def2-TZVPD RIJCOSX def2/J DEFGRID3
* xyz 0 1
C 1.97141 0.17399 -0.16463
C 0.73203 1.04092 -0.19395
C -0.51773 0.74318 -0.95641
C -0.83841 -0.75388 -0.96828
C -0.94113 -0.66227 0.56418
C -1.75082 -1.43569 1.40334
C -0.52971 0.78033 0.58106
H 2.58834 0.36425 -1.04956
H 2.57863 0.39376 0.72039
H 1.73678 -0.89501 -0.15043
H 0.95998 2.10595 -0.19295
H -0.97898 1.46757 -1.61933
H -0.09243 -1.41588 -1.41995
H -1.82536 -0.99083 -1.37271
H -0.34455 -1.52691 1.19173
H -1.77673 -0.90204 2.37647
H -0.97133 1.51256 1.25105
*
```

DFT (ωB97M-V with the def2-TZVPD basis set) results for the molecule C7H10 at a distorted geometry.

structure (SMILES)	C=C(C)C1(C)C=C1

The geometry in ORCA input format:
```
! wB97M-V def2-TZVPD RIJCOSX def2/J DEFGRID3
* xyz 0 1
C -1.66305 -0.64415 -0.76229
C -1.56541 -1.10517 0.47642
C 1.31120 -1.36307 0.52816
C 0.75022 -0.31296 -0.01034
C -0.64202 0.03451 0.22981
C 1.54511 0.61065 -0.89194
C -0.96804 1.51091 0.60969
H -2.12447 -0.90725 -1.66869
H -1.99857 -1.96120 0.90990
H 2.34279 -1.70104 0.53481
H 0.68520 -1.86546 1.16807
H 1.83810 -0.07234 -1.85767
H 0.93224 1.46625 -0.98696
H 2.54595 0.75399 -0.44821
H -0.23217 1.84707 1.44627
H -1.95129 1.60276 0.99726
H -0.80581 2.10648 -0.27430
*
```

DFT (ωB97M-V with the def2-TZVPD basis set) results for the molecule C7H10 at a distorted geometry.

structure (SMILES)	C[C@@H]1[C@@H]2C=CC[C@H]12

The geometry in ORCA input format:
```
! wB97M-V def2-TZVPD RIJCOSX def2/J DEFGRID3
* xyz 0 1
C 0.76422 0.62402 -1.54582
C -0.60120 0.52813 -0.95829
C -1.10797 -0.51535 -0.06184
C -0.02562 -1.44707 0.48978
C 0.74575 -0.60235 1.47617
C 0.23200 0.62921 1.56877
C -0.88493 0.82852 0.60236
H 0.93416 -0.21528 -2.22367
H 0.88339 1.55960 -2.10658
H 1.51795 0.60502 -0.75327
H -1.40147 0.94577 -1.58418
H -2.09307 -0.93108 -0.23384
H 0.61731 -1.81601 -0.32458
H -0.46891 -2.32607 0.96673
H 1.61018 -0.98240 2.01464
H 0.57151 1.37746 2.28242
H -1.23453 1.77092 0.23980
*
```

DFT (ωB97M-V with the def2-TZVPD basis set) results for the molecule C7H10.

structure (SMILES)	C=C=C[C@@H](C)C=C

The geometry in ORCA input format:
```
! wB97M-V def2-TZVPD RIJCOSX def2/J DEFGRID3
* xyz 0 1
C -1.13308 -1.29433 0.15962
C -0.28995 -0.66064 -0.94178
C -0.44479 0.83955 -1.08364
C -0.92317 1.68355 -0.16091
C 1.22426 -0.68764 -0.70686
C 1.63476 -0.43867 0.50446
C 1.62702 0.19325 1.64619
H -2.19738 -1.17041 -0.06196
H -0.92246 -2.36455 0.24764
H -0.94086 -0.84080 1.13611
H -0.52271 -1.15099 -1.89407
H 0.05591 1.26017 -1.95359
H 1.21325 1.21143 1.56665
H -0.79175 2.75768 -0.26141
H -1.38903 1.33418 0.75201
H 1.86700 -0.52350 -1.57554
H 1.93299 -0.14829 2.62709
*
```

no.,molar mass (u),total energy (hartree),HOMO (eV)
1,94.2,-272.61069,-9.7
2,94.2,-272.63080,-9.3
3,94.2,-272.57295,-8.3
4,94.2,-272.58361,-8.3
5,94.2,-272.62108,-9.2
6,94.2,-272.59462,-8.9
7,94.2,-272.51933,-8.5
8,94.2,-272.58047,-8.3
9,94.2,-272.56408,-8.6
10,94.2,-272.52718,-8.3
11,94.2,-272.55937,-8.8
12,94.2,-272.63247,-8.0
13,94.2,-272.61469,-9.1